Record 1
Computed, not measured: a molecular structure, C30H28N6NaO3S, with ωB97M-V/def2-TZVPD.

Values from the calculation:
relative energy (zero: lowest compared OMol25 entry of this formula, charge and spin): 0.0 kcal/mol
largest force on an atom: 0.21 eV/A
DFT total energy: -2274.9766 Ha
charge: -1
gap between HOMO and LUMO: 5.557 eV
multiplicity: 1

Structure (XYZ):
```
69
C30H28N6NaO3S, DFT ωB97M-V/def2-TZVPD
Na 0.50273 -0.20918 0.16985
C 8.51631 0.18662 -8.20306
O 7.89660 1.36046 -7.72509
C 7.32192 1.30256 -6.48557
C 6.67766 2.46087 -6.06023
C 6.06607 2.49528 -4.82314
C 6.08297 1.37814 -3.98751
C 6.72620 0.22817 -4.42379
C 7.34847 0.18217 -5.66393
C 5.42220 1.38546 -2.68049
N 5.66891 0.53389 -1.71554
C 4.75072 0.85563 -0.73171
C 4.01625 1.94450 -1.10553
N 4.45085 2.30742 -2.36002
C 2.94078 2.47583 -0.33865
C 2.26922 3.66494 -0.63665
C 1.19120 4.02333 0.13129
C 0.78462 3.15898 1.15134
N 1.40480 2.03708 1.45592
C 2.49448 1.70152 0.74359
C 3.17457 0.43808 1.07014
N 2.57376 -0.37770 1.95307
C 3.16331 -1.52100 2.24305
C 4.37664 -1.93647 1.68669
C 4.96785 -1.13818 0.73739
C 4.35684 0.07111 0.40028
H 8.88941 0.42309 -9.19649
H 7.80527 -0.64127 -8.27191
H 9.35359 -0.11307 -7.56601
H 6.66742 3.32133 -6.71608
H 5.57128 3.40050 -4.49512
H 6.72230 -0.64300 -3.78267
H 7.83119 -0.73194 -5.97755
H 3.70900 2.55975 -3.02414
H 2.58051 4.26214 -1.48203
H 0.62950 4.92573 -0.06958
H -0.09745 3.39427 1.74064
H 2.64154 -2.16851 2.94125
H 4.79641 -2.89402 1.96454
H 5.86103 -1.43984 0.20661
N -0.78652 -2.30624 -0.00325
C -1.60236 -2.21120 -1.22195
C -2.77127 -1.23570 -1.10758
C -2.41936 0.22542 -1.37769
N -1.72120 0.88484 -0.26939
H 0.10429 -2.74182 -0.25650
H -1.24415 -2.88822 0.68836
H -1.98844 -3.19463 -1.52219
H -0.93779 -1.88587 -2.02571
H -3.24789 -1.33013 -0.12442
H -3.52517 -1.53251 -1.84475
H -3.33746 0.76355 -1.64804
H -1.75915 0.26890 -2.24711
H -2.37074 1.37331 0.33170
H -1.04818 1.54292 -0.65172
O 1.85662 2.23357 -3.23588
C 1.24487 1.25273 -2.74701
O 0.65388 1.23290 -1.63290
C 1.12251 0.00276 -3.59882
C 0.63950 0.19615 -4.89012
C 0.39069 -0.86493 -5.74687
C 0.66260 -2.15023 -5.30209
C 1.17599 -2.35383 -4.03315
C 1.42125 -1.29823 -3.13559
S 2.13555 -1.68095 -1.57308
H 0.46158 1.21602 -5.21242
H 0.00015 -0.68933 -6.74237
H 0.48528 -3.00228 -5.95019
H 1.41072 -3.35735 -3.69871
```

Record 2
Computed, not measured: a molecular structure, C30H28N7O4RuS4 at a distorted geometry, with ωB97M-V/def2-TZVPD.

Values from the calculation:
relative energy (zero: lowest compared OMol25 entry of this formula, charge and spin): 47.0 kcal/mol
largest force on an atom: 1.60 eV/A
DFT total energy: -3531.8151 Ha
gap between HOMO and LUMO (alpha / beta): 7.251 / 7.066 eV
multiplicity: 2
expectation value of S²: 0.76

Structure (XYZ):
```
74
C30H28N7O4RuS4, DFT ωB97M-V/def2-TZVPD
Ru -0.35371 -0.52795 0.23885
S 0.06329 -2.51437 1.26903
C 1.07607 -2.02048 2.61194
N 1.84089 -2.86173 3.19719
N 2.50765 -2.27583 4.32204
C 1.92635 -2.55964 5.57789
C 0.59410 -2.94117 5.70303
C 0.04522 -3.12727 6.96621
C 0.80623 -2.94197 8.10855
C 2.13969 -2.56947 7.97849
C 2.69689 -2.37704 6.72789
N 0.83618 -0.73108 3.07343
N 0.77131 0.26302 2.11378
C 0.18008 1.36090 2.45532
C -0.94273 1.43142 3.50835
C -1.64630 2.80627 3.56911
C -1.74753 3.51471 2.21331
C -0.53097 3.43849 1.35731
C 0.34681 2.44764 1.48602
H 3.47019 -2.58545 4.28772
H 0.00017 -3.11662 4.81662
H -0.99067 -3.43179 7.05001
H 0.37239 -3.09163 9.08794
H 2.75130 -2.42692 8.86035
H 3.73450 -2.07752 6.63145
H -0.62552 1.16102 4.51533
H -1.27094 3.41934 4.38437
H -2.06138 4.54635 2.36596
H -0.38436 4.19488 0.59467
H 1.20912 2.34849 0.83591
C 0.08481 1.32715 -3.09826
C -1.08056 1.55250 -2.19850
N -1.21203 1.17010 -0.95739
C -2.38076 1.65654 -0.39885
C -3.16049 2.38176 -1.23573
S -2.41866 2.47674 -2.76542
C -2.54701 1.46160 1.04861
C -3.01813 2.69702 1.79218
S -3.47305 2.54203 3.55637
C -1.87801 0.33264 2.98497
N -2.03655 0.40639 1.55024
C -1.98252 -0.84425 3.58706
H 0.93127 0.94325 -2.53813
H 0.36855 2.26636 -3.57294
H -0.17376 0.62112 -3.88801
H -4.11113 2.84499 -1.03347
H -3.74424 3.24582 1.19934
H -1.78366 -0.93061 4.64729
H 1.42816 -0.49767 3.86782
H -2.38627 -1.71229 3.08192
C 5.51614 -4.44422 2.63732
C 4.80863 -3.48647 1.71943
C 5.17572 -2.14661 1.65260
C 4.48847 -1.25782 0.84055
C 3.42391 -1.70953 0.07226
C 3.05460 -3.04648 0.11429
C 3.74420 -3.92047 0.93553
S 2.59473 -0.49513 -0.92271
O 3.17864 -0.49577 -2.24042
O 2.64889 0.72450 -0.15593
N 1.03870 -0.89788 -1.08240
C 0.63091 -1.81622 -2.14765
C -0.82495 -2.23813 -1.95466
O -1.31049 -3.09519 -2.65706
O -1.48719 -1.55891 -1.04977
H 6.43428 -4.01063 3.03241
H 5.77038 -5.36960 2.11967
H 4.87477 -4.70911 3.48092
H 6.00732 -1.78885 2.24889
H 4.76026 -0.21144 0.81265
H 2.21642 -3.41372 -0.45553
H 3.43378 -4.95736 0.98189
H 1.26077 -2.69899 -2.23927
H 0.67737 -1.32014 -3.12005
```

Record 3
Computed, not measured: a molecular structure, C30H29AuN3S2Se, with ωB97M-V/def2-TZVPD.

Values from the calculation:
relative energy (zero: lowest compared OMol25 entry of this formula, charge and spin): 17.8 kcal/mol
largest force on an atom: 0.35 eV/A
DFT total energy: -4658.1351 Ha
charge: +1
gap between HOMO and LUMO (alpha / beta): 6.378 / 6.377 eV
multiplicity: 1

Structure (XYZ):
```
66
C30H29AuN3S2Se, DFT ωB97M-V/def2-TZVPD
Au 0.91439 0.67358 -0.57978
C 0.59879 3.29963 -3.49965
C 1.32916 3.67273 -2.25564
N 1.71891 2.82736 -1.34000
C 2.41709 3.43410 -0.32778
C 2.54472 4.77940 -0.45465
S 1.78578 5.28943 -1.89899
C 2.94077 2.57699 0.73303
C 3.78909 2.95914 1.71651
S 4.13808 1.63575 2.73015
C 3.13707 0.62477 1.79643
N 2.57589 1.23566 0.77587
C 2.99917 -0.80746 2.15455
H 0.37403 2.23834 -3.47206
H 1.20326 3.52352 -4.37905
H -0.33897 3.84989 -3.57847
H 3.03673 5.47677 0.20232
H 4.21914 3.93306 1.87657
H 3.46529 -1.00830 3.11710
H 3.47183 -1.43305 1.39857
H 1.95134 -1.08859 2.20983
N -0.71868 1.13809 -1.58634
C -1.94355 1.07872 -1.24953
C -2.71589 0.00002 -0.57944
C -3.45878 0.28487 0.56349
C -4.23457 -0.70222 1.14876
C -4.30800 -1.96152 0.56699
C -3.60475 -2.23337 -0.59720
C -2.80417 -1.25634 -1.17060
C -2.74088 2.27050 -1.68464
C -4.01702 2.11566 -2.21961
C -4.73357 3.22979 -2.62593
C -4.19156 4.49949 -2.47561
C -2.92914 4.65808 -1.92012
C -2.20091 3.54489 -1.53209
H -3.42376 1.27894 0.99321
H -4.79673 -0.48498 2.04725
H -4.92873 -2.72706 1.01395
H -3.68170 -3.20656 -1.06360
H -2.27410 -1.45293 -2.09057
H -4.44200 1.12497 -2.32153
H -5.71946 3.10927 -3.05436
H -4.75959 5.36803 -2.78159
H -2.51718 5.64967 -1.78298
H -1.21807 3.65256 -1.09074
C 2.48690 -5.56665 3.36707
C 2.03541 -4.57253 2.33633
C 0.86853 -3.84049 2.50400
C 0.41839 -2.93803 1.54652
C -0.82561 -2.15242 1.85147
C 1.18598 -2.75198 0.38477
Se 0.53083 -1.68658 -1.05860
C 2.38679 -3.46246 0.19996
C 3.28612 -3.29751 -0.99673
C 2.77733 -4.36621 1.17851
H 1.85285 -5.53679 4.25155
H 3.51483 -5.37257 3.67603
H 2.45560 -6.58006 2.96378
H 0.27984 -3.97882 3.40445
H -1.57518 -2.78591 2.32551
H -1.26318 -1.70631 0.96575
H -0.59642 -1.34403 2.55391
H 3.11434 -2.36053 -1.52067
H 3.12997 -4.10600 -1.71387
H 4.33044 -3.34270 -0.68563
H 3.69751 -4.92272 1.03381
```

Record 4
Computed, not measured: a molecular structure, C30H29BrN7O4PtS, with ωB97M-V/def2-TZVPD.

Values from the calculation:
relative energy (zero: lowest compared OMol25 entry of this formula, charge and spin): 0.0 kcal/mol
largest force on an atom: 0.55 eV/A
DFT total energy: -4935.3393 Ha
charge: +3
gap between HOMO and LUMO (alpha / beta): 5.902 / 2.923 eV
multiplicity: 5
expectation value of S²: 6.11

Structure (XYZ):
```
73
C30H29BrN7O4PtS, DFT ωB97M-V/def2-TZVPD
Pt 0.33938 1.42022 1.44088
C 3.22895 0.77313 5.47424
O 2.12103 1.70743 5.35631
C 1.48163 1.77428 4.21942
O 1.73343 1.09704 3.21941
N 0.50213 2.71633 4.26155
N -0.40930 2.80327 3.19460
H 3.26285 0.50795 6.52571
H 4.14197 1.28428 5.17927
H 3.04723 -0.09839 4.85283
H 0.30380 3.18841 5.13214
H -0.60876 3.77722 2.99392
H -1.26581 2.31736 3.45554
Br 0.96582 -11.27034 -1.01785
C 0.42990 -9.51666 -0.71750
C 0.57468 -8.97089 0.56990
C 0.18744 -7.67669 0.80110
C -0.35330 -6.91880 -0.25786
C -0.49678 -7.47428 -1.54224
C -0.11126 -8.77392 -1.77079
N -0.73973 -5.60043 -0.13271
N -0.84784 -5.14047 1.04569
C -0.79830 -3.82316 1.31206
C -1.35602 -3.46979 2.56544
C -1.41456 -2.18252 3.01450
C -0.88450 -1.13109 2.23005
O -0.99321 0.08340 2.58176
C -0.20515 -1.47673 0.97349
N 0.36350 -0.45063 0.29053
C 0.89655 -0.67493 -0.89360
C 0.90739 -1.94418 -1.47321
C 0.38048 -3.00611 -0.78120
C -0.19981 -2.79306 0.48446
H 0.98030 -9.57919 1.36447
H 0.27543 -7.24156 1.78488
H -0.92553 -6.87266 -2.33063
H -0.22498 -9.22447 -2.74552
H -1.76436 -4.27644 3.15854
H -1.87702 -1.93620 3.95859
H 1.38211 0.16536 -1.37133
H 1.35419 -2.08387 -2.44646
H 0.40421 -3.99560 -1.20701
S -3.92581 3.40638 -3.41469
C -2.70284 3.12787 -2.17688
C -3.18825 2.91354 -0.89046
C -2.27839 2.58674 0.10030
N -0.97005 2.45784 -0.12928
C -0.51797 2.65049 -1.37162
C -1.34195 2.98755 -2.43118
C -3.29121 4.45012 -4.59794
C -3.87122 4.32784 -5.88424
C -3.44608 5.20622 -6.86190
N -2.56593 6.17780 -6.63959
C -2.04538 6.31046 -5.41277
C -2.35809 5.48747 -4.35770
H -4.23779 3.00578 -0.64848
H -2.61777 2.41478 1.11397
H 0.55062 2.54711 -1.50892
H -0.92516 3.10445 -3.42103
H -4.60621 3.56589 -6.10254
H -3.83852 5.13823 -7.86878
H -1.35726 7.13636 -5.28059
H -1.95079 5.66788 -3.37534
C 3.18271 3.64306 1.74158
C 3.26752 2.61659 0.66237
C 4.59707 2.36250 0.03836
O 2.27688 2.00139 0.26552
H 3.49111 4.60810 1.33358
H 3.88881 3.40905 2.53893
H 2.17381 3.71812 2.14141
H 4.95409 3.27813 -0.43834
H 4.54005 1.56000 -0.69041
H 5.32586 2.11965 0.81332
```

Q: Which value of multiplicity does entry 1 give?
A: 1